[1]
The following is a DFT calculation (the ωB97M-V functional and the def2-TZVPD basis) of the ion C4H9N2 with charge +1 in a non-equilibrium geometry.

The gap between HOMO and LUMO is 10.467 eV. The calculation puts the HOMO energy at -16.6 eV. Its relative energy (zero: lowest compared OMol25 entry of this formula, charge and spin) is 390.1 kJ/mol. The calculated total energy comes out at -7264.0988 eV. As for the net charge: +1. The calculation puts the molar mass at 85.1 u. The value obtained for the LUMO energy is -6.09 eV.

The geometry in XYZ format:
```
15
Properties=species:S:1:pos:R:3:nbo_charge:R:1
C 0.58421 -0.36866 1.35455 -0.624
C 1.21587 0.76084 0.53935 -0.464
C 0.38750 1.21382 -0.63504 0.100
N -0.99177 1.68093 -0.41471 0.137
N -0.86330 0.57673 -0.90855 0.060
C -1.57654 -0.51954 -1.36233 -0.481
H -0.39965 -0.08521 1.72992 0.213
H 1.21266 -0.57444 2.21651 0.260
H 0.50458 -1.28879 0.77874 0.211
H 1.37019 1.62930 1.18709 0.256
H 2.19419 0.45187 0.17165 0.251
H 0.90319 1.65201 -1.48398 0.232
H -2.35812 -0.78818 -0.64046 0.285
H -0.91206 -1.36153 -1.56156 0.272
H -2.11222 -0.25506 -2.28443 0.292
```

---

[2]
The following is a DFT calculation (the ωB97M-V functional and the def2-TZVPD basis) of the molecule C5H8O.

The gap between HOMO and LUMO is 9.799 eV. The calculation puts the HOMO energy at -8.8 eV. Its relative energy (zero: lowest compared OMol25 entry of this formula, charge and spin) is 115.7 kJ/mol. The calculated total energy comes out at -7361.0562 eV. As for the net charge: 0. The calculation puts the molar mass at 84.1 u. The value obtained for the LUMO energy is 1.00 eV.

The geometry in XYZ format:
```
14
Properties=species:S:1:pos:R:3:nbo_charge:R:1
C -1.29336 0.72066 -1.28515 -0.601
C -0.49832 0.01894 -0.20587 -0.396
C 1.02986 -0.00857 -0.24818 -0.385
C 1.44122 -0.56834 1.10444 -0.548
C 0.49933 -0.80835 1.99689 0.711
O -0.36114 -1.01508 2.76317 -0.473
H -2.35848 0.55330 -1.08587 0.214
H -1.11538 1.80009 -1.26427 0.204
H -1.07081 0.33777 -2.28415 0.204
H -0.83142 -1.02396 -0.12628 0.202
H -0.73639 0.51938 0.74146 0.195
H 1.41582 -0.64579 -1.05646 0.208
H 1.43664 0.99853 -0.42113 0.205
H 2.44242 -0.87858 1.37141 0.260
```

---

[3]
The following is a DFT calculation (the ωB97M-V functional and the def2-TZVPD basis) of a cluster of 5 separate species, C23H44BrO14PS in total in a non-equilibrium geometry.

The gap between HOMO and LUMO is 9.003 eV. The calculation puts the HOMO energy at -9.2 eV. Its relative energy (zero: lowest compared OMol25 entry of this formula, charge and spin) is 340.4 kJ/mol. The calculated total energy comes out at -143392.9190 eV. As for the net charge: 0. The calculation puts the molar mass at 687.5 u. The value obtained for the LUMO energy is -0.18 eV.

The geometry in XYZ format:
```
84
Properties=species:S:1:pos:R:3:mulliken_charge:R:1
C -3.93458 -4.21891 -5.28019 -0.870
C -3.06556 -4.77557 -4.04944 -0.402
C -1.47538 -4.77866 -4.28320 -0.461
C -0.91650 -3.56936 -5.18087 -0.265
O 0.23899 -2.99796 -4.44734 -0.376
C 0.24855 -1.57583 -4.53935 0.361
S 0.23273 -0.78187 -6.25560 -0.182
O 1.59844 -1.17613 -4.08506 -0.353
C 1.40819 0.25672 -3.90816 0.219
O 2.36480 1.05156 -3.82128 -0.513
O -0.01129 0.59264 -3.81490 -0.248
C -0.55773 -0.71904 -3.41513 0.483
Br -2.54898 -0.77176 -3.45006 -0.078
P 0.23699 -0.87109 -1.65422 0.346
O -0.00013 0.61399 -0.83665 -0.455
O -0.51202 -2.12179 -0.76547 -0.488
H -3.79797 -3.06862 -5.28636 0.165
H -5.04233 -4.37831 -4.99749 0.341
H -3.68681 -4.69352 -6.28663 0.250
H -3.33222 -4.26960 -3.04330 0.239
H -3.37973 -5.88286 -3.90853 0.301
H -0.99222 -4.66058 -3.23945 0.149
H -1.09288 -5.75480 -4.73273 0.354
H -0.52613 -4.03866 -6.16376 0.151
H -1.65388 -2.72015 -5.36149 0.394
H 0.68001 -1.74116 -7.15304 0.175
H 0.87590 1.00136 -0.59148 0.343
H 0.15201 -2.84935 -0.66886 0.369
C 2.79922 0.43502 4.40299 -0.941
C 3.52390 -0.74308 3.78470 -0.383
O 2.61073 -1.81579 3.49492 -0.367
C 1.85936 -1.89446 2.38054 0.592
C 1.75370 -0.69572 1.48309 -0.510
O 1.22703 -2.90113 2.14775 -0.565
H 2.05242 0.85060 3.72283 0.264
H 3.50577 1.22457 4.66559 0.366
H 2.26552 0.12230 5.30359 0.281
H 4.09712 -0.47013 2.89525 0.360
H 4.24261 -1.14150 4.50465 0.356
H 0.84521 -0.14449 1.73055 0.368
H 1.69382 -1.04470 0.44909 -0.149
H 2.61133 -0.02761 1.53165 0.373
C 2.09266 4.07904 -3.38076 -0.889
C 0.64580 4.50371 -3.24088 -0.330
O 0.43741 5.23223 -2.01739 -0.285
C 0.67416 6.55072 -1.86421 0.903
C 1.43309 7.28375 -2.93251 -1.277
O 0.33480 7.11733 -0.84417 -0.556
H 2.76329 4.94064 -3.42553 0.368
H 2.23136 3.48513 -4.28466 0.298
H 2.39934 3.48609 -2.51647 0.248
H 0.28599 5.07588 -4.09971 0.328
H 0.01483 3.61380 -3.17646 0.199
H 2.48497 7.33676 -2.64829 0.286
H 1.02830 8.29643 -3.00943 0.341
H 1.34431 6.84221 -3.92244 0.363
C 1.19447 -4.76236 4.78547 -0.666
C 1.21319 -4.03089 6.11133 -0.303
O 0.29558 -4.62788 7.04457 -0.374
C 0.57946 -5.69751 7.81028 0.702
C 1.82197 -6.49165 7.52473 -0.864
O -0.19526 -6.04684 8.67217 -0.572
H 1.51073 -5.80262 4.89491 0.289
H 1.85498 -4.27322 4.06940 0.136
H 0.18161 -4.78259 4.37709 0.274
H 2.21494 -3.96029 6.54333 0.332
H 0.86911 -3.00486 5.96049 0.201
H 1.56127 -7.34694 6.89985 0.235
H 2.22833 -6.84896 8.47474 0.301
H 2.61482 -5.91958 7.04803 0.309
C -1.57233 4.82434 0.60150 -0.663
C -2.66278 5.85414 0.39490 -0.426
O -3.96641 5.24991 0.47656 -0.386
C -4.62383 5.01501 1.62650 0.721
C -3.88787 5.14730 2.92914 -0.884
O -5.77410 4.63806 1.59954 -0.580
H -1.63158 4.36743 1.59261 0.323
H -0.58870 5.28098 0.48797 0.225
H -1.67308 4.01381 -0.12454 0.233
H -2.58332 6.70032 1.08179 0.334
H -2.58093 6.26660 -0.61321 0.253
H -3.53946 4.16204 3.24205 0.231
H -4.58091 5.53995 3.67802 0.302
H -3.04824 5.83800 2.89653 0.326
```

---

[4]
The following is a DFT calculation (the ωB97M-V functional and the def2-TZVPD basis) of a structure of composition C24H29ClN2OPSTl in a non-equilibrium geometry.

The gap between HOMO and LUMO is 5.893 eV. The calculation puts the HOMO energy at -14.3 eV. The calculated total energy comes out at -67701.5410 eV. As for the net charge: +2. The calculation puts the molar mass at 664.4 u. The value obtained for the LUMO energy is -8.39 eV.

The geometry in XYZ format:
```
60
Properties=species:S:1:pos:R:3:mulliken_charge:R:1
Tl -0.39262 -0.42902 0.23801 2.818
Cl -2.06271 1.20536 -0.23380 -0.381
C 0.89130 -1.67015 0.62377 0.310
O 1.71292 -2.45886 0.87651 -0.209
P 1.13986 1.05466 -0.68819 0.592
C 1.50119 2.57686 0.26260 0.605
C 2.81673 0.39758 -1.00549 0.265
C 0.58604 1.63276 -2.32859 0.270
C 3.32644 0.23902 -2.29873 -0.419
C 4.60505 -0.28800 -2.48885 -0.750
C 5.38257 -0.65634 -1.39226 -0.530
C 4.87864 -0.49855 -0.09881 -0.852
C 3.60288 0.02174 0.09417 -0.277
H 2.72740 0.53110 -3.15523 0.407
H 4.99207 -0.40686 -3.49721 0.438
H 6.37701 -1.06684 -1.54225 0.424
H 5.47747 -0.78860 0.75960 0.437
H 3.21166 0.13732 1.10112 0.500
C 0.54301 3.08452 1.15042 -0.434
C 0.80157 4.25503 1.86234 -0.755
C 2.01578 4.92399 1.70128 -0.576
C 2.97546 4.42024 0.82192 -0.750
C 2.72137 3.25157 0.10571 -0.146
H -0.40229 2.56355 1.26566 0.038
H 0.05310 4.64266 2.54787 0.418
H 2.21637 5.83291 2.26170 0.421
H 3.92468 4.93340 0.69575 0.433
H 3.47522 2.85685 -0.56888 0.498
C 0.81518 2.93223 -2.79140 -0.220
C 0.38409 3.30576 -4.06455 -0.745
C -0.27141 2.38450 -4.88153 -0.550
C -0.50223 1.08587 -4.42251 -0.770
C -0.08241 0.71268 -3.14860 -0.167
H 1.31623 3.65410 -2.15395 0.399
H 0.55563 4.31976 -4.41500 0.440
H -0.61075 2.68028 -5.87034 0.418
H -1.02138 0.36834 -5.05185 0.420
H -0.28124 -0.28594 -2.76620 0.278
H -3.04312 3.48843 1.82797 0.014
H -3.36891 3.46915 1.15998 -0.017
C -2.82951 -3.80544 -0.70127 -0.820
N -3.20884 -3.86852 0.71293 0.141
C -4.12975 -4.92808 1.08272 -1.073
C -2.65041 -2.88423 1.64469 -0.096
S -1.64002 -1.78549 1.01518 -0.790
N -2.91414 -2.79341 3.08839 0.133
C -3.77639 -3.64556 3.90254 -0.977
C -2.25633 -1.73485 3.85561 -1.023
H -3.30645 -4.59381 -1.32008 0.369
H -1.73065 -3.93265 -0.80476 0.281
H -3.13358 -2.82742 -1.13185 0.303
H -3.63873 -5.62238 1.79594 0.364
H -5.07693 -4.48943 1.45986 0.370
H -4.42574 -5.55970 0.21935 0.394
H -3.17044 -4.12117 4.70326 0.380
H -4.56207 -3.02152 4.38020 0.379
H -4.30070 -4.45192 3.41431 0.309
H -1.15294 -1.84714 3.79108 0.308
H -2.55630 -0.73881 3.46537 0.344
H -2.52793 -1.76155 4.93438 0.409
```

---

[5]
The following is a DFT calculation (the ωB97M-V functional and the def2-TZVPD basis) of the molecule C3H7NO2 in a non-equilibrium geometry.

The gap between HOMO and LUMO is 10.272 eV. The calculation puts the HOMO energy at -9.5 eV. Its relative energy (zero: lowest compared OMol25 entry of this formula, charge and spin) is 58.4 kJ/mol. The calculated total energy comes out at -8809.9239 eV. As for the net charge: 0. The calculation puts the molar mass at 89.1 u. The value obtained for the LUMO energy is 0.79 eV.

The geometry in XYZ format:
```
13
Properties=species:S:1:pos:R:3:nbo_charge:R:1
N 0.91609 -1.98549 -0.25767 -0.838
C -0.17731 -1.02057 -0.04549 -0.209
C 0.40001 0.36577 0.27558 -0.519
C -0.67572 1.42861 0.17818 0.799
O -1.84674 1.29026 -0.03826 -0.590
O -0.11159 2.64992 0.35328 -0.694
H 1.40339 -1.82814 -1.13122 0.351
H 0.51300 -2.90731 -0.27470 0.358
H -0.80738 -0.95472 -0.91745 0.180
H -0.72628 -1.36279 0.81772 0.194
H 1.07730 0.67809 -0.51108 0.229
H 0.83638 0.31447 1.27070 0.246
H -0.80114 3.33190 0.28040 0.493
```

---

[6]
The following is a DFT calculation (the ωB97M-V functional and the def2-TZVPD basis) of a structure of composition C3H10N4O in a non-equilibrium geometry.

The gap between HOMO and LUMO is 9.072 eV. The calculation puts the HOMO energy at -8.2 eV. Its relative energy (zero: lowest compared OMol25 entry of this formula, charge and spin) is 539.8 kJ/mol. The calculated total energy comes out at -11276.6055 eV. As for the net charge: 0. The calculation puts the molar mass at 118.1 u. The value obtained for the LUMO energy is 0.87 eV.

The geometry in XYZ format:
```
18
Properties=species:S:1:pos:R:3:nbo_charge:R:1
C 0.64956 0.27474 -0.19470 -0.136
C 1.16551 0.02433 1.20078 -0.627
N -0.88469 -0.72724 -0.53231 -0.163
C -0.00647 1.50966 -0.45647 0.607
N -1.48033 -1.07028 0.69107 -0.708
N -0.55897 -1.89996 -1.23285 -0.682
O 1.51736 2.20316 -0.74495 -0.829
N -1.05567 2.13802 -0.43943 -0.632
H 1.48660 3.02820 -0.23816 0.466
H 1.27889 -0.08024 -1.00716 0.233
H -0.40290 -1.66408 -2.20533 0.364
H -2.42532 -0.70462 0.73525 0.355
H -1.51411 -2.07162 0.88591 0.355
H 0.26112 -2.37390 -0.84432 0.323
H -1.87371 1.54795 -0.26996 0.389
H 2.21774 0.29463 1.25493 0.235
H 0.61692 0.60056 1.94457 0.226
H 1.00847 -1.02930 1.45312 0.222
```